Here is an isolated molecule of C4H8BBrS2 from OMol25. Energies are from wB97M-V/def2-TZVPD.

Last column: Löwdin charge in e.
Cartesian coordinates (Å):
C 0.235 1.141 0.308  -0.228
C -0.183 -0.710 -1.305  -0.254
H 1.478 1.061 -1.499  0.143
Br -3.597 0.279 -0.287  0.165
H -0.253 -1.236 -2.295  0.119
H -1.951 -2.142 1.703  -0.133
H 1.110 1.345 0.836  0.083
S 1.490 -1.219 -0.439  1.073
H 0.150 -0.379 1.538  0.066
S -1.773 -2.488 0.411  0.639
B -1.416 -0.731 -0.079  -1.182
H -1.214 0.826 1.789  0.133
H -0.175 2.075 -0.102  0.133
H 2.067 -1.497 -1.649  -0.014
C 0.771 0.394 -0.931  -0.478
C -0.685 0.116 1.050  -0.265

Kohn-Sham gap (eV): 7.44
Relative energy (zero: lowest compared OMol25 entry of this formula, charge and spin) (eV): 1.514
Total charge: 0

---

Here is an isolated molecule of C4H6F2N2 from OMol25. Energies are from wB97M-V/def2-TZVPD.

Last column: Löwdin charge in e.
Cartesian coordinates (Å):
C 0.279 -0.636 -0.018  -0.496
N -0.160 1.581 0.199  0.090
H 2.417 -0.189 0.441  0.167
H -2.738 -0.351 0.606  0.060
H 1.847 -0.078 -1.403  0.130
N 1.228 1.391 0.075  -0.093
C -2.271 0.401 -0.032  -0.033
F 0.310 -1.395 1.173  0.054
C 1.578 0.048 -0.350  -0.090
H 1.655 2.145 -0.547  0.148
H -2.489 0.206 -1.189  0.116
F -0.168 -1.437 -0.991  0.101
C -0.743 0.418 0.115  -0.281
H -2.508 1.562 0.254  0.128

Kohn-Sham gap (eV): 9.93
Relative energy (zero: lowest compared OMol25 entry of this formula, charge and spin) (eV): 1.577
Total charge: 0
SMILES: CC1=NNCC1(F)F

---

Here is a cluster of 2 separate species, CH5OPS in total from OMol25. Energies are from wB97M-V/def2-TZVPD.

Last column: Löwdin charge in e.
Cartesian coordinates (Å):
H 0.700 -0.058 1.753  0.002
H 2.993 0.497 0.529  -0.214
C -1.450 -0.012 -0.301  -0.150
P 1.038 -0.919 0.066  0.518
H -1.231 0.518 0.639  0.058
H -1.536 0.734 -1.221  0.127
O -0.420 -0.971 -0.562  -0.601
S 2.173 0.852 -0.473  0.208
H -2.266 -0.640 -0.430  0.052

Kohn-Sham gap (eV): 9.05
Relative energy (zero: lowest compared OMol25 entry of this formula, charge and spin) (eV): 2.507
Total charge: 0

---

Here is an isolated molecule of C6H4O from OMol25. Energies are from wB97M-V/def2-TZVPD.

Last column: Löwdin charge in e.
Cartesian coordinates (Å):
O -2.064 -0.335 -1.700  -0.040
C 1.143 0.699 1.362  -0.070
H 1.216 -0.283 1.951  0.122
H 0.883 -2.113 -1.183  0.097
C -2.063 0.813 -1.048  -0.034
H 0.854 1.480 2.035  0.081
H 2.058 0.828 0.878  0.064
C -0.014 -1.417 -1.027  0.100
C -1.125 -1.242 -1.470  -0.199
C -0.963 0.932 -0.191  -0.040
C 0.075 0.637 0.393  -0.082

Kohn-Sham gap (eV): 8.34
Relative energy (zero: lowest compared OMol25 entry of this formula, charge and spin) (eV): 6.754
Total charge: 0

---

Here is a structure of composition CH4FNS from OMol25. Energies are from wB97M-V/def2-TZVPD.

Last column: Löwdin charge in e.
Cartesian coordinates (Å):
H 0.302 -1.555 -0.584  0.087
F -0.999 -0.803 -0.272  -0.114
H -0.239 2.137 1.513  -0.167
S 0.608 1.812 0.528  0.686
H -1.813 -1.077 0.057  0.137
C 0.638 -0.524 -0.487  -0.232
H 1.440 -0.182 -1.147  0.073
N 0.064 0.193 0.391  -0.469

Kohn-Sham gap (eV): 8.61
Relative energy (zero: lowest compared OMol25 entry of this formula, charge and spin) (eV): 7.985
Total charge: 0

---

Here is a cluster of 2 separate species, C4H12N2O in total from OMol25. Energies are from wB97M-V/def2-TZVPD.

Last column: Löwdin charge in e.
Cartesian coordinates (Å):
O -2.377 1.388 0.074  0.018
H 2.289 -0.725 -0.064  0.071
H -0.545 -1.260 -0.755  0.074
H 1.964 0.824 1.743  0.052
C 1.125 0.270 1.383  -0.093
H 1.841 -2.899 -0.823  0.060
H -4.166 -0.249 -0.283  0.119
C -3.121 -0.677 -0.011  -0.138
H 1.709 -1.912 -2.138  0.079
H 1.115 -0.681 1.925  0.065
H -2.887 -1.467 -0.768  0.101
N 1.156 -2.411 -1.407  -0.027
N -2.193 0.257 0.391  -0.163
C 0.510 -1.476 -0.467  -0.327
C 1.347 -0.249 -0.102  -0.239
H 1.285 0.657 -0.776  0.120
H 0.246 0.832 1.506  0.028
H 0.362 -1.968 0.507  0.103
H -3.104 -1.262 0.933  0.097

Kohn-Sham gap (eV): 9.26
Relative energy (zero: lowest compared OMol25 entry of this formula, charge and spin) (eV): 4.617
Total charge: 0
SMILES: CCCN.CN=O